ORCA calculation (ωB97M-V/def2-TZVPD) on a cluster of 5 separate species, C23H35BO16S2 in total in a non-equilibrium geometry.

Properties
- Kohn-Sham gap: 9.574 eV
- Electronic energy: -2922.45125 Ha
- F_max: 0.073 hartree/bohr
- LUMO level: 0.0017 Eh
- Multiplicity: 1

XYZ file:
```
77
C23H35BO16S2 (ωB97M-V/def2-TZVPD)
C -2.4263 2.3589 0.9572
C -2.4323 2.6007 -0.2430
C -2.5180 2.9347 -1.7774
C -1.6409 1.9775 -2.6979
S -1.4910 0.2401 -2.1124
O -2.6828 -0.2838 -1.4253
O -0.2377 0.0108 -1.3435
C -1.8508 4.4085 -1.9207
O -2.8251 5.4784 -1.9442
S -3.0868 5.8071 -3.5859
O -1.9359 6.5324 -4.1548
O -3.1720 4.2534 -4.2587
C -4.3364 3.6593 -3.6362
C -4.0764 2.9964 -2.2050
O -4.7025 1.6999 -2.2056
B -6.0884 1.7547 -1.9659
O -6.7526 0.5212 -1.6379
O -6.9093 2.9122 -2.0644
H -2.5748 2.5358 2.0573
H -0.5840 2.4048 -2.7321
H -2.0064 1.9976 -3.7704
H -1.3414 -0.5357 -3.2693
H -1.1029 4.4530 -2.7786
H -1.2245 4.5715 -0.9821
H -4.7993 2.8913 -4.3381
H -5.0795 4.5123 -3.4643
H -4.5612 3.6686 -1.4218
H -7.3498 0.2708 -2.3760
H -7.3151 3.1572 -1.2127
O 1.2168 -5.1172 2.7174
C 0.8604 -4.3751 1.8403
O 1.1892 -4.5377 0.5333
C 0.6973 -3.4227 -0.2263
C -0.4232 -2.8404 0.6042
C 0.0392 -3.1234 2.0199
H 1.5160 -2.7139 -0.3751
H 0.3482 -3.7680 -1.2002
H -0.6034 -1.7844 0.4036
H -1.3523 -3.3838 0.4070
H 0.6818 -2.3284 2.4050
H -0.8006 -3.2985 2.6911
O 3.9898 -2.3707 1.8361
C 4.7271 -3.0328 2.5179
O 6.0836 -2.9675 2.4507
C 6.6528 -3.9621 3.3150
C 5.5731 -4.2735 4.3283
C 4.3042 -4.0731 3.5227
H 6.9227 -4.8344 2.7121
H 7.5537 -3.5664 3.7855
H 5.6648 -5.2687 4.7630
H 5.6083 -3.5514 5.1368
H 4.0095 -4.9810 2.9919
H 3.4869 -3.7088 4.1434
O 5.2456 -3.9155 6.9912
C 4.6017 -3.1240 7.6264
O 5.1485 -2.1592 8.4123
C 4.1066 -1.4632 9.1098
C 2.8555 -1.6948 8.2906
C 3.0971 -3.0757 7.7116
H 4.0259 -1.8775 10.1187
H 4.3583 -0.4048 9.1823
H 1.9379 -1.6175 8.8748
H 2.8017 -0.9618 7.4807
H 2.7533 -3.8655 8.3829
H 2.6447 -3.1844 6.7269
O -0.8412 0.9827 -5.7349
C -1.0095 1.9403 -6.4430
O -0.9336 3.2224 -6.0049
C -1.2929 4.1151 -7.0690
C -1.0637 3.3277 -8.3410
C -1.3744 1.9081 -7.9050
H -2.3392 4.4055 -6.9415
H -0.6712 5.0093 -7.0229
H -1.6720 3.6739 -9.1772
H -0.0132 3.3987 -8.6370
H -2.4371 1.6750 -8.0016
H -0.7707 1.1794 -8.4439
```